ORCA calculation (wB97M-V/def2-TZVPD) on a cluster of 11 separate species, C40H76Cl2O30 in total in a non-equilibrium geometry.

Cartesian coordinates (Å):
Cl: -12.700 -18.438 23.629
C: -12.738 -20.206 23.282
C: -11.510 -20.687 22.374
Cl: -11.570 -22.443 22.078
H: -13.698 -20.498 22.856
H: -12.666 -20.807 24.189
H: -10.576 -20.566 22.922
H: -11.430 -20.159 21.424
C: -6.249 -12.904 26.461
C: -6.386 -12.038 25.134
O: -6.441 -13.048 24.209
C: -6.573 -14.256 24.745
O: -6.513 -15.275 24.119
O: -6.622 -14.130 26.100
H: -7.077 -12.583 27.093
H: -5.285 -12.992 26.961
H: -5.402 -11.577 25.048
H: -7.196 -11.311 25.073
C: -6.800 -18.414 23.228
C: -7.817 -18.685 24.352
O: -9.001 -18.380 23.681
C: -8.882 -17.902 22.368
O: -9.769 -17.663 21.559
O: -7.650 -18.022 22.113
H: -6.174 -19.260 22.945
H: -6.108 -17.689 23.657
H: -7.507 -18.118 25.230
H: -7.742 -19.710 24.717
C: -3.565 -17.970 31.686
C: -4.573 -19.205 31.736
O: -5.625 -19.343 30.752
C: -5.271 -19.890 29.600
O: -4.144 -20.049 29.074
O: -6.368 -20.331 28.979
C: -6.292 -20.914 27.696
H: -4.048 -17.062 31.327
H: -2.696 -18.186 31.065
H: -3.073 -17.767 32.637
H: -5.072 -18.999 32.683
H: -4.069 -20.155 31.910
H: -5.824 -21.897 27.639
H: -5.981 -20.175 26.957
H: -7.364 -21.105 27.636
C: -4.286 -16.256 21.591
C: -4.417 -16.153 20.050
O: -5.598 -16.766 19.632
C: -6.763 -16.156 19.733
O: -7.797 -16.587 19.122
O: -6.685 -14.953 20.401
C: -7.941 -14.336 20.658
H: -4.108 -17.275 21.935
H: -5.092 -15.844 22.199
H: -3.373 -15.695 21.791
H: -3.565 -16.665 19.604
H: -4.266 -15.148 19.655
H: -7.906 -13.521 19.936
H: -7.970 -14.167 21.735
H: -8.877 -14.863 20.473
C: -3.212 -23.051 27.788
C: -3.468 -22.889 26.215
O: -2.696 -21.827 25.663
C: -3.267 -20.748 25.090
O: -4.370 -20.684 24.549
O: -2.324 -19.748 25.023
C: -0.917 -19.906 25.257
H: -3.852 -22.444 28.430
H: -2.232 -22.616 27.980
H: -3.221 -24.113 28.035
H: -4.550 -22.778 26.142
H: -3.208 -23.782 25.647
H: -0.669 -19.910 26.318
H: -0.442 -19.003 24.873
H: -0.507 -20.707 24.641
C: -7.867 -22.080 22.460
C: -6.337 -22.526 22.313
O: -6.159 -23.912 22.426
C: -6.230 -24.513 23.658
O: -6.591 -24.070 24.699
O: -6.128 -25.776 23.403
C: -6.841 -26.779 24.124
H: -8.051 -21.006 22.418
H: -8.228 -22.331 23.458
H: -8.455 -22.721 21.803
H: -5.677 -22.120 23.080
H: -5.861 -22.202 21.388
H: -6.316 -26.858 25.077
H: -6.915 -27.770 23.678
H: -7.864 -26.538 24.411
C: -9.540 -22.814 26.277
C: -10.930 -22.338 25.908
O: -11.867 -23.429 25.730
C: -13.162 -23.228 25.694
O: -13.751 -22.116 25.835
O: -13.701 -24.383 25.452
C: -15.091 -24.529 25.320
H: -9.263 -23.510 25.485
H: -9.598 -23.409 27.188
H: -8.805 -22.011 26.213
H: -10.893 -21.728 25.006
H: -11.336 -21.691 26.686
H: -15.587 -23.669 24.869
H: -15.474 -24.757 26.315
H: -15.171 -25.439 24.725
C: -10.734 -14.829 23.947
C: -12.315 -14.769 23.817
O: -12.752 -13.456 24.230
C: -13.332 -13.158 25.424
O: -13.757 -14.071 26.133
O: -13.343 -11.828 25.527
C: -13.971 -11.063 26.595
H: -10.304 -15.696 23.446
H: -10.448 -14.967 24.989
H: -10.217 -13.892 23.743
H: -12.716 -15.579 24.426
H: -12.551 -14.976 22.773
H: -14.060 -11.715 27.463
H: -14.949 -10.754 26.224
H: -13.341 -10.204 26.828
C: -15.468 -17.677 14.766
C: -13.946 -17.615 14.882
O: -13.457 -17.771 16.212
C: -12.103 -17.812 16.430
O: -11.233 -17.779 15.521
O: -11.914 -17.920 17.810
C: -10.625 -17.868 18.494
H: -15.981 -18.629 14.904
H: -15.686 -17.266 13.780
H: -15.829 -17.036 15.570
H: -13.615 -16.635 14.536
H: -13.563 -18.380 14.207
H: -10.373 -16.807 18.484
H: -9.888 -18.498 17.997
H: -10.596 -18.164 19.542
C: -9.233 -20.905 19.280
C: -8.116 -20.817 18.178
O: -6.940 -20.702 18.951
C: -5.730 -20.615 18.388
O: -5.503 -20.910 17.228
O: -4.912 -20.280 19.325
C: -3.561 -20.165 19.061
H: -10.224 -20.738 18.858
H: -9.248 -20.134 20.050
H: -9.322 -21.858 19.802
H: -8.107 -19.853 17.669
H: -8.242 -21.674 17.516
H: -3.286 -21.064 18.510
H: -2.925 -19.882 19.900
H: -3.641 -19.320 18.377

Summary:
- Kohn-Sham gap (alpha / beta): 9.66 / 2.10 eV
- Multiplicity: 2
- Energy: -4746.8137 Eh
- Net charge: +1

***

ORCA calculation (wB97M-V/def2-TZVPD) on a cluster of 2 separate species, C11H14N2O in total in a non-equilibrium geometry.

Cartesian coordinates (Å):
C: 1.725 1.835 -1.374
C: 0.730 1.902 -0.305
C: -0.664 1.742 -0.389
C: -1.487 1.735 0.737
C: -0.862 2.158 1.890
O: -1.518 2.190 3.114
C: 0.516 2.279 2.017
C: 1.359 2.055 0.943
H: 1.801 2.627 -2.124
H: 1.608 1.057 -2.196
H: 2.724 1.449 -1.149
H: -1.052 1.513 -1.371
H: -2.526 1.516 0.659
H: -0.941 2.296 3.892
H: 0.855 2.497 3.034
H: 2.405 1.861 1.131
C: 1.422 -2.099 -0.328
C: 0.027 -2.433 -0.669
C: -1.008 -2.983 0.059
N: -2.095 -3.021 -0.767
C: -1.682 -2.610 -1.985
N: -0.383 -2.303 -1.962
H: 1.605 -1.008 -0.261
H: 2.159 -2.600 -0.941
H: 1.814 -2.478 0.643
H: -1.211 -3.119 1.095
H: -2.999 -3.418 -0.547
H: -2.323 -2.640 -2.843

Summary:
- Kohn-Sham gap: 8.98 eV
- Energy: -612.2632 Eh
- ΔE to the lowest compared entry with this formula, charge and spin: 2.3811 eV

***

ORCA calculation (wB97M-V/def2-TZVPD) on a structure of composition C4H7NO2.

Cartesian coordinates (Å):
C: -1.669 -0.898 -0.117
C: -0.267 -0.394 0.045
C: -0.023 1.123 0.130
N: 1.432 1.130 0.078
C: 1.739 -0.191 -0.300
O: 2.722 -0.794 -0.548
O: 0.555 -1.063 0.791
H: -2.142 -0.724 0.859
H: -1.682 -1.972 -0.306
H: -2.237 -0.361 -0.880
H: 0.569 -0.378 -1.137
H: -0.409 1.516 1.075
H: -0.454 1.676 -0.710
H: 1.863 1.299 0.985

Summary:
- Kohn-Sham gap: 9.95 eV
- Energy: -361.7380 Eh
- ΔE to the lowest compared entry with this formula, charge and spin: 3.8872 eV

***

ORCA calculation (wB97M-V/def2-TZVPD) on a structure of composition C19H23BLiNO2S2 in a non-equilibrium geometry.

Cartesian coordinates (Å):
C: 3.497 -3.766 1.113
B: 4.655 -2.958 0.267
O: 4.069 -2.974 -1.117
C: 3.875 -1.569 -1.520
C: 3.792 -0.845 -0.051
C: 3.832 0.773 -0.310
C: 2.372 1.527 0.004
C: 1.589 2.004 -1.355
S: 0.283 0.817 -1.982
C: -0.304 -0.369 -0.657
S: 0.466 -1.923 -0.635
N: -1.358 -0.028 0.374
C: -2.622 -0.846 0.213
C: -3.721 -0.734 1.468
C: -5.143 -1.593 1.487
C: -5.510 -2.610 0.227
C: -4.435 -2.682 -1.042
C: -3.007 -1.812 -1.055
C: -1.685 1.450 0.416
C: -1.076 2.316 1.693
C: -1.371 3.949 1.902
C: -2.278 4.734 0.772
C: -2.907 3.895 -0.512
C: -2.619 2.271 -0.657
O: 4.924 -1.519 0.604
H: 2.605 -3.074 1.493
H: 3.904 -4.379 2.028
H: 2.981 -4.548 0.381
H: 5.589 -3.690 0.209
H: 4.976 -1.277 -1.870
H: 3.056 -1.297 -2.313
H: 2.904 -1.075 0.676
H: 4.243 1.071 -1.378
H: 4.618 1.233 0.462
H: 2.679 2.528 0.577
H: 1.727 0.912 0.763
H: 2.419 2.068 -2.210
H: 1.222 3.109 -1.192
H: -3.520 -0.033 2.410
H: -5.887 -1.476 2.410
H: -6.497 -3.278 0.196
H: -4.656 -3.380 -1.969
H: -2.263 -1.909 -1.954
H: -0.413 1.746 2.490
H: -0.929 4.516 2.848
H: -2.511 5.892 0.865
H: -3.569 4.396 -1.348
H: -3.098 1.691 -1.555
Li: -4.897 2.744 -1.665

Summary:
- Kohn-Sham gap: 2.04 eV
- Energy: -1770.9533 Eh

***

ORCA calculation (wB97M-V/def2-TZVPD) on an isolated molecule of C20H33ClN2O4 in a non-equilibrium geometry.

Cartesian coordinates (Å):
C: -0.121 0.487 -4.676
N: 0.002 0.603 -3.227
C: -0.773 -0.338 -2.441
C: -0.409 -1.816 -2.557
O: -0.691 -2.286 -3.856
C: 0.987 -2.162 -1.984
N: 0.286 -2.630 -0.781
C: 0.760 -3.054 0.415
O: 1.862 -3.565 0.535
C: -0.156 -2.881 1.612
C: -0.653 -1.443 1.766
C: 0.420 -0.367 2.027
C: -0.579 0.348 2.948
O: -1.251 1.408 2.296
C: -1.366 -0.991 3.068
C: -2.885 -0.897 2.957
C: -0.990 -1.787 4.312
C: -1.048 -2.615 -1.398
C: 1.204 1.101 -2.746
O: 2.271 0.737 -3.191
C: 1.184 2.237 -1.705
Cl: 1.202 3.752 -2.675
C: 2.458 2.182 -0.858
C: 2.506 3.258 0.229
C: 1.252 3.254 1.100
C: -0.015 3.349 0.253
C: -0.059 2.249 -0.808
H: 0.336 1.349 -5.160
H: 0.364 -0.410 -5.063
H: -1.174 0.459 -4.954
H: -0.714 -0.078 -1.385
H: -1.826 -0.230 -2.722
H: -0.285 -3.154 -3.957
H: 1.545 -2.954 -2.487
H: 1.638 -1.308 -1.806
H: -0.985 -3.597 1.566
H: 0.433 -3.171 2.481
H: -1.271 -1.195 0.901
H: 1.276 -0.729 2.592
H: 0.757 0.198 1.156
H: -0.166 0.718 3.894
H: -1.910 1.762 2.901
H: -3.317 -0.386 3.823
H: -3.189 -0.348 2.064
H: -3.332 -1.892 2.899
H: -1.392 -1.311 5.208
H: -1.387 -2.802 4.263
H: 0.092 -1.861 4.442
H: -1.814 -2.065 -0.844
H: -1.404 -3.618 -1.640
H: 2.530 1.194 -0.391
H: 3.330 2.274 -1.503
H: 3.393 3.110 0.847
H: 2.622 4.240 -0.238
H: 1.220 2.338 1.698
H: 1.288 4.082 1.812
H: -0.894 3.270 0.893
H: -0.068 4.331 -0.224
H: -0.961 2.349 -1.413
H: -0.131 1.300 -0.269

Summary:
- Kohn-Sham gap: 9.46 eV
- Energy: -1652.5252 Eh
- ΔE to the lowest compared entry with this formula, charge and spin: 0.9970 eV

***

ORCA calculation (wB97M-V/def2-TZVPD) on a cluster of 2 separate species, C27H37F17INO5S2 in total in a non-equilibrium geometry.

Cartesian coordinates (Å):
C: 2.985 0.576 1.749
C: 1.980 -0.152 2.246
C: 1.196 -1.220 1.451
C: 2.316 -1.970 0.677
N: 2.045 -3.359 0.289
C: 2.255 -3.676 -1.125
C: 0.630 -2.150 2.575
I: -0.726 -3.731 1.795
C: 1.681 -2.955 3.363
C: 2.473 -2.257 4.489
O: 2.218 -2.863 5.754
C: -0.269 -1.423 3.586
S: -1.233 -0.149 2.793
O: -2.584 -0.248 3.242
O: -0.587 1.109 3.051
O: -1.218 -0.544 1.277
C: 0.093 -0.567 0.539
C: -0.253 -1.428 -0.693
C: 0.020 -0.895 -2.109
C: 1.434 -0.521 -2.590
S: 2.081 -1.686 -3.859
C: 0.330 0.903 0.155
C: -0.873 1.861 0.054
C: -1.884 1.699 -1.055
F: -2.454 0.488 -1.167
F: -1.286 2.025 -2.232
C: -3.067 2.718 -0.905
F: -2.581 3.932 -0.568
F: -3.642 2.858 -2.126
C: -4.152 2.292 0.138
F: -4.408 3.388 0.906
F: -3.709 1.331 0.973
C: -5.553 1.911 -0.431
F: -6.047 2.913 -1.182
F: -6.352 1.785 0.670
C: -5.648 0.561 -1.170
F: -5.149 0.753 -2.412
F: -4.907 -0.389 -0.585
C: -7.108 0.018 -1.338
F: -7.989 1.039 -1.346
F: -7.197 -0.590 -2.543
C: -7.550 -1.017 -0.256
F: -8.887 -0.888 -0.114
F: -6.996 -0.773 0.935
C: -7.294 -2.515 -0.655
F: -7.149 -3.226 0.486
F: -8.352 -3.005 -1.323
F: -6.183 -2.662 -1.383
H: 3.676 1.103 2.381
H: 3.050 0.697 0.677
H: 1.678 0.088 3.252
H: 2.707 -1.413 -0.168
H: 3.144 -2.022 1.369
H: 2.667 -3.977 0.780
H: 2.476 -4.737 -1.190
H: 3.109 -3.155 -1.553
H: 1.356 -3.519 -1.704
H: 1.133 -3.740 3.868
H: 2.388 -3.480 2.737
H: 2.253 -1.211 4.625
H: 3.537 -2.346 4.284
H: 2.681 -3.700 5.778
H: 0.259 -0.926 4.388
H: -0.989 -2.108 4.002
H: -1.316 -1.624 -0.670
H: 0.172 -2.417 -0.605
H: -0.635 -0.088 -2.388
H: -0.300 -1.700 -2.768
H: 2.163 -0.327 -1.815
H: 1.357 0.415 -3.130
H: 3.375 -1.667 -3.523
H: 0.881 1.014 -0.773
H: 0.940 1.422 0.877
H: -1.390 1.989 0.995
H: -0.420 2.825 -0.141
C: 4.205 4.618 -2.397
C: 4.733 3.970 -1.128
O: 4.630 2.557 -1.122
C: 5.340 1.876 -2.134
C: 6.847 2.057 -2.096
H: 3.191 4.274 -2.608
H: 4.192 5.702 -2.287
H: 4.824 4.380 -3.263
H: 4.141 4.306 -0.277
H: 5.767 4.280 -0.936
H: 4.940 2.154 -3.117
H: 5.096 0.822 -1.985
H: 7.138 3.081 -2.337
H: 7.322 1.398 -2.823
H: 7.235 1.826 -1.103

Summary:
- Kohn-Sham gap: 8.84 eV
- Energy: -4273.6454 Eh

***

ORCA calculation (wB97M-V/def2-TZVPD) on an isolated molecule of C5H8O2.

Cartesian coordinates (Å):
O: -0.564 0.628 -2.264
C: -0.911 1.274 -1.301
C: -0.243 1.170 0.049
C: 0.514 -0.134 0.188
O: 1.744 -0.151 -0.474
C: 0.453 -0.915 1.458
C: -0.267 -1.414 0.228
H: -1.759 1.985 -1.381
H: -0.990 1.305 0.840
H: 0.457 2.014 0.138
H: 1.534 -0.179 -1.420
H: -0.143 -0.530 2.282
H: 1.361 -1.432 1.751
H: 0.166 -2.258 -0.297
H: -1.352 -1.364 0.201

Summary:
- Kohn-Sham gap: 10.78 eV
- Energy: -345.7528 Eh
- ΔE to the lowest compared entry with this formula, charge and spin: 1.4188 eV